Formula: C21H47Ca2N2O9P
Source: the Open Molecules 2025 dataset
Level of theory: ωB97M-V with the def2-TZVPD basis set

Gap between HOMO and LUMO, eV: 2.6
Strongest force on any atom, hartree/bohr: 0.099
Energy relative to the best compared isomer or geometry (same formula, charge and spin), kcal per mole: 170.9
HOMO, eV: -5.9695
Net charge: 0
Total energy, eV: -90101.4225

Last column: Löwdin charge in e.
Geometry (Å):
H -4.671 4.927 1.743  0.11
O -0.061 -2.066 -1.226  -0.05
H 4.623 -1.126 4.955  0.09
H -1.260 6.961 0.655  0.06
O -1.670 -1.254 -2.615  0.04
H 6.298 -3.956 2.233  0.11
C 5.862 -1.325 2.717  -0.25
O -2.578 -2.387 5.344  -0.27
H -1.074 3.956 3.450  0.04
C -4.924 -6.463 -4.252  -0.17
H -5.741 -6.818 -2.124  0.11
H -2.415 6.580 -0.547  0.05
N 5.363 -2.502 3.496  -0.17
C -2.469 5.404 2.772  -0.27
H 6.895 -2.748 6.045  0.06
H 4.485 -2.726 5.368  0.10
C 0.812 2.803 -8.044  -0.16
O -1.993 -1.875 7.663  -0.36
C -5.486 -5.281 -5.094  -0.18
C 0.812 3.668 -6.769  -0.21
H 6.788 -0.942 3.145  0.11
H 6.055 -4.545 5.199  0.06
H -3.946 6.160 0.727  0.10
H 4.798 0.381 3.686  0.07
H -5.550 -5.597 -6.135  0.12
O -6.776 -5.000 -4.498  -0.16
H 3.828 -0.495 2.573  0.05
C -3.948 5.092 0.944  -0.29
H 0.963 4.700 -7.086  0.12
H 7.079 -1.097 5.259  0.07
H -0.398 5.396 3.095  0.06
C 5.187 -2.055 4.872  -0.29
H -0.632 6.394 -0.887  0.08
C 5.908 -4.808 4.151  -0.11
H -5.262 -7.423 -4.645  0.11
H -7.249 -4.865 -2.327  0.12
H 5.049 0.387 1.854  0.08
H 7.340 -3.408 3.532  0.12
C -4.371 4.360 -0.301  -0.10
Ca -3.297 0.946 3.511  1.07
H -4.729 -5.429 -2.402  0.11
H -5.431 4.531 -0.488  0.08
H -1.712 4.060 -0.334  0.10
C -5.458 -6.085 -2.879  -0.20
H -0.517 4.657 0.787  0.10
H -2.524 6.461 2.511  0.10
H -2.369 -0.606 -2.500  0.08
O 2.006 3.315 -6.073  -0.20
C -1.268 5.013 3.629  -0.10
O -1.501 -0.820 -0.362  -0.16
H 2.280 1.198 -5.451  0.11
P -1.366 -2.305 6.331  -0.13
C -1.441 6.269 -0.167  -0.08
H 0.469 0.918 -7.142  0.10
C 6.311 -3.666 3.283  -0.24
O -0.489 -3.567 6.080  -0.47
H 4.873 -5.148 4.151  0.07
C -6.829 -5.481 -3.122  -0.19
C 6.423 -1.808 5.761  -0.07
H -1.176 5.324 4.670  0.08
C 1.357 1.466 -7.457  -0.19
H -3.308 5.210 3.439  0.10
C 2.348 1.843 -6.327  -0.11
H -3.815 4.665 -1.187  0.07
H 6.188 -1.353 6.724  0.08
H 1.702 0.641 -8.080  0.10
H -4.802 -4.450 -4.918  0.11
C -1.530 4.824 0.422  -0.21
H -7.479 -6.355 -3.156  0.11
H -3.837 -6.482 -4.327  0.11
N -2.613 4.704 1.447  -0.18
H -0.072 2.781 -8.682  0.11
H -4.151 3.300 -0.425  0.07
H 0.097 3.415 -5.986  0.12
O -0.644 -1.309 5.452  -0.36
C -1.050 -1.412 -1.389  -0.90
H 3.329 1.968 -6.785  0.11
H 1.606 3.072 -8.740  0.10
C 4.858 -0.189 2.759  -0.10
H 6.054 -1.631 1.688  0.12
H 6.540 -5.671 3.938  0.08
Ca 1.294 -3.220 2.870  1.50

***

Formula: C2H6N4O2
Source: the Open Molecules 2025 dataset
Level of theory: ωB97M-V with the def2-TZVPD basis set

Gap between HOMO and LUMO, eV: 10.2
SMILES: [H]/N=N\N(C)OC(N)=O
Strongest force on any atom, hartree/bohr: 0.056
Energy relative to the best compared isomer or geometry (same formula, charge and spin), kcal per mole: 73.0
HOMO, eV: -9.6069
Net charge: 0
Total energy, eV: -12223.4865

Last column: Löwdin charge in e.
Geometry (Å):
H 0.995 -0.911 1.968  0.10
O -2.104 -2.179 -0.866  0.11
H 1.963 0.458 1.321  0.08
N 0.119 0.139 0.428  -0.21
O -0.795 -0.926 0.389  0.04
N 0.147 2.418 -0.073  0.07
H 1.058 2.515 0.404  0.05
H 0.536 0.803 2.340  0.10
N -0.388 1.323 -0.075  -0.07
C -1.193 -1.405 -0.839  -0.61
C 0.964 0.109 1.594  -0.03
N -0.496 -0.967 -1.912  0.18
H -0.843 -1.267 -2.810  0.12
H 0.037 -0.112 -1.870  0.08

***

Formula: C6H9LiMnO7
Source: the Open Molecules 2025 dataset
Level of theory: ωB97M-V with the def2-TZVPD basis set

Gap between HOMO and LUMO (alpha / beta), eV: 8.1 / 8.1
Multiplicity: 7
Strongest force on any atom, hartree/bohr: 0.085
HOMO (alpha / beta), eV: -12.5369 / -12.9731
Net charge: +1
Total energy, eV: -52218.6996

Last column: Löwdin charge in e.
Geometry (Å):
O -2.825 -0.769 0.963  -0.15
Li -2.196 -2.132 -0.178  0.79
H 0.082 2.522 -0.245  0.08
H 3.715 -0.638 -2.654  0.10
C 0.314 -1.957 1.153  -0.67
O 1.570 -1.546 0.944  0.01
H -0.447 1.596 -1.696  0.08
C -2.064 2.286 -0.405  -0.18
O -0.367 -2.227 0.150  -0.04
C -0.664 1.834 -0.651  0.07
O 3.141 -0.233 -1.998  -0.05
H 2.718 -2.144 -1.275  0.13
O -2.938 1.195 -0.038  0.06
O -2.229 0.997 2.097  0.01
C 1.843 -0.593 -0.058  -0.15
H -2.121 3.062 0.369  0.13
H -2.529 2.682 -1.320  0.14
Mn -1.823 -0.904 2.756  1.24
C -2.692 0.502 1.038  -0.72
H 3.876 -1.207 -0.315  0.14
O -0.162 -1.648 2.291  -0.09
H 2.166 0.335 0.433  0.12
C 2.959 -1.125 -0.922  -0.24
H 0.674 0.111 -0.440  0.19

***

Formula: C3H3ClS2
Source: the Open Molecules 2025 dataset
Level of theory: ωB97M-V with the def2-TZVPD basis set

Gap between HOMO and LUMO, eV: 8.3
SMILES: S=CS/C=C/Cl
Strongest force on any atom, hartree/bohr: 0.051
Energy relative to the best compared isomer or geometry (same formula, charge and spin), kcal per mole: 16.6
HOMO, eV: -8.8507
Net charge: 0
Total energy, eV: -37351.0082

Last column: Löwdin charge in e.
Geometry (Å):
S 0.815 0.870 -0.038  0.87
H -1.874 1.678 0.160  0.07
H 1.759 -1.408 0.210  0.01
C -0.672 -0.085 -0.010  -0.51
S 3.672 -0.026 -0.056  0.60
Cl -3.354 -0.141 -0.044  0.61
C 2.099 -0.398 0.034  -1.02
H -0.650 -1.086 -0.233  0.05
C -1.796 0.596 -0.022  -0.68

***

Formula: C4H9ISi
Source: the Open Molecules 2025 dataset
Level of theory: ωB97M-V with the def2-TZVPD basis set

Gap between HOMO and LUMO, eV: 10.2
SMILES: C=C[Si](C)(C)I
Strongest force on any atom, hartree/bohr: 0.117
Energy relative to the best compared isomer or geometry (same formula, charge and spin), kcal per mole: 3.3
HOMO, eV: -9.5988
Net charge: 0
Total energy, eV: -20272.2397

Last column: Löwdin charge in e.
Geometry (Å):
Si 0.015 0.685 -0.429  0.12
C -0.768 -2.232 -0.882  -0.04
H 0.115 1.243 1.958  -0.03
C -1.147 -0.919 -0.861  -0.22
H 1.963 -1.022 -0.264  0.05
I 0.119 2.396 -2.145  0.44
H 1.588 0.089 1.199  0.02
H 0.295 -2.529 -0.839  0.05
H -1.357 -3.027 -0.933  -0.01
H -0.757 2.600 1.240  0.01
C 1.708 0.067 0.081  -0.27
H 2.618 0.696 -0.164  0.04
H -2.145 -0.675 -0.965  0.00
C -0.647 1.517 1.273  -0.22
H -1.599 1.110 1.730  0.04

***

Formula: C5H11NO
Source: the Open Molecules 2025 dataset
Level of theory: ωB97M-V with the def2-TZVPD basis set

Gap between HOMO and LUMO, eV: 9.1
Strongest force on any atom, hartree/bohr: 0.081
Energy relative to the best compared isomer or geometry (same formula, charge and spin), kcal per mole: 154.1
HOMO, eV: -8.1265
Net charge: 0
Total energy, eV: -8895.0132

Last column: Löwdin charge in e.
Geometry (Å):
C -0.446 1.958 1.398  0.05
C 1.089 1.039 -1.108  -0.05
H 0.076 -0.008 1.925  0.12
O 1.028 0.397 0.186  -0.24
N 0.875 -1.894 -1.325  0.04
C 0.494 -1.417 -0.215  -0.27
H 1.489 2.041 -0.981  0.09
C -1.439 -1.096 -0.025  -0.04
H 0.104 1.072 -1.574  0.10
C -0.055 0.705 1.122  -0.22
H -0.529 2.735 0.650  0.06
H -1.681 -2.143 0.179  0.03
H -0.982 2.109 2.327  0.06
H 1.854 0.474 -1.637  0.09
H -2.107 -0.476 0.574  0.02
H -1.750 -0.811 -1.033  0.03
H 0.713 -1.856 0.760  0.10
H 1.267 -2.829 -1.223  0.05

***

Formula: C51H130N6O17
Source: the Open Molecules 2025 dataset
Level of theory: ωB97M-V with the def2-TZVPD basis set

Gap between HOMO and LUMO, eV: 8.8
SMILES: COCCNCCOC.COCCNCCOC.COCCNCCOC.COCCNCCOC.COCCNCCOC.COCCNCCOC.CC(C)O.CC(C)O.CC(C)O.CC(C)O.CC(C)O
Strongest force on any atom, hartree/bohr: 0.079
Energy relative to the best compared isomer or geometry (same formula, charge and spin), kcal per mole: 79.6
HOMO, eV: -8.2873
Net charge: 0
Total energy, eV: -98730.8703

Last column: Löwdin charge in e.
Geometry (Å):
H -3.970 -2.081 -0.451  0.10
H 0.822 1.292 -1.780  0.05
H 0.395 4.510 -0.978  0.04
H -5.766 -0.497 6.113  0.10
H 5.964 -3.181 3.784  0.13
C 6.275 -2.147 3.542  -0.19
H -2.427 -7.567 0.419  0.09
H 0.246 6.264 -4.689  0.06
C -3.684 -1.750 2.157  -0.06
H -5.798 -2.771 6.619  0.10
O -6.640 6.214 -2.877  -0.17
H -3.875 -5.214 0.416  0.13
C 3.731 -1.107 -4.296  -0.10
C 1.536 -3.672 -0.242  -0.47
C -6.611 -6.080 2.936  -0.23
O -1.311 -5.961 -0.403  -0.22
O 4.660 -1.473 -1.015  -0.21
C -1.139 4.009 -3.970  -0.23
O -0.008 4.204 -4.828  -0.20
C -3.095 -4.583 -1.315  -0.22
C -0.126 0.035 1.281  -0.05
H -0.295 1.945 -0.480  0.08
O -3.367 -0.986 -3.848  -0.18
H 3.295 2.807 -4.318  0.10
H -5.426 -1.869 0.388  0.11
H -1.688 -5.690 -2.403  0.11
N 5.342 -1.548 2.579  -0.11
C -5.819 6.848 -1.949  -0.22
H -4.067 0.897 -4.425  0.06
H 8.520 1.386 -4.043  0.08
H 1.716 5.456 -5.152  0.12
H 6.508 4.392 -4.829  0.14
H -0.395 -4.018 -0.157  0.05
H -4.134 -0.419 -5.707  0.11
H 6.450 -2.072 0.871  0.10
H -5.973 7.389 -4.484  0.09
H -2.587 3.248 -0.563  0.09
H -2.481 -3.692 -0.931  0.13
C -4.286 6.561 -1.986  -0.24
H 2.926 -4.303 -1.843  0.08
C 4.721 2.585 0.722  -0.51
H 2.671 -5.312 0.706  0.06
C 1.826 -0.850 4.150  -0.51
C -4.075 4.833 -0.416  -0.21
C 1.932 -2.096 5.052  -0.04
C 0.872 4.619 1.270  -0.47
H 4.547 -1.563 -4.847  0.08
H 7.088 1.086 -5.042  0.07
O 3.075 -0.165 3.967  -0.08
H 1.456 -3.372 -2.381  0.07
H 5.495 4.581 -2.476  0.12
H -0.935 4.532 0.109  0.04
H -5.390 -3.489 -1.515  0.14
H 0.878 4.755 3.447  0.07
C 0.770 5.364 -4.431  -0.11
H -0.698 4.404 2.759  0.08
H -4.527 -1.086 2.476  0.09
H -5.983 -1.174 4.459  0.09
H -6.175 -4.129 -0.026  0.11
H 7.782 -1.329 7.637  0.04
O -4.520 2.551 -0.865  -0.17
H -3.545 -4.330 -2.273  0.12
H -5.294 -6.640 4.470  0.10
H 4.224 1.601 0.549  0.11
H -6.240 6.722 -0.973  0.11
H -0.477 -0.925 1.586  0.07
O -4.128 -2.952 1.457  -0.19
C -1.609 -6.887 0.603  -0.11
C 6.070 3.453 -4.369  -0.22
H -3.395 1.023 -1.731  0.07
H -0.119 6.043 2.675  0.07
H -3.925 7.246 -1.269  0.09
H 5.293 2.301 2.703  0.06
N -3.826 5.251 -1.762  -0.04
H -0.755 -7.523 0.814  0.08
H 1.391 -1.129 3.173  0.12
H 5.112 1.891 -2.693  0.07
C 1.854 -4.105 -1.687  -0.02
H 1.059 5.516 -3.393  0.07
H -4.477 -5.801 3.161  0.10
H -0.932 0.738 1.432  0.08
H -6.537 -6.728 0.187  0.07
H -2.891 -6.638 -1.490  0.11
H 4.915 -0.095 0.442  0.06
H 3.479 -1.159 0.662  0.11
H -0.862 -1.462 -0.907  0.04
N -5.633 -4.544 4.618  -0.05
H 7.122 0.057 6.781  0.08
O -0.851 -0.516 -1.012  -0.06
O -4.333 -1.950 5.382  -0.22
H -0.840 3.637 -2.988  0.11
C -5.331 -5.781 3.828  -0.18
C -1.352 0.603 -3.972  -0.25
H 4.632 3.910 2.499  0.10
N 4.507 2.708 -2.647  -0.06
C 6.245 -1.212 4.751  -0.21
H 8.155 2.341 -5.459  0.09
C -2.042 3.005 -4.646  -0.15
H -3.465 0.893 -0.008  0.07
C -3.619 3.385 -0.224  -0.28
H -1.855 -6.264 1.468  0.09
H -2.986 -1.220 1.541  0.06
C -5.213 -0.874 5.200  -0.15
H -5.258 -0.274 -4.361  0.08
H 2.014 0.649 -3.753  0.10
H 4.317 4.545 -3.803  0.12
H 5.220 -1.256 5.187  0.11
H -5.901 7.968 -2.065  0.13
H -0.293 0.308 -3.877  0.11
C 2.972 0.866 -3.280  -0.17
H -0.676 1.680 -5.623  0.10
H 2.616 -1.957 5.957  0.11
H -4.335 -2.877 7.295  0.10
C 0.263 -0.025 -0.173  -0.43
H 0.862 3.529 1.390  0.11
C -5.221 -3.800 -0.437  -0.19
N -4.272 -4.933 -0.540  -0.06
H 1.430 -5.087 -1.874  0.07
H -3.642 -4.553 5.328  0.11
H -3.613 5.499 0.405  0.14
O 0.195 -3.266 -0.107  -0.06
H -4.938 0.453 -0.965  0.10
H -4.674 0.004 4.799  0.09
H 3.600 -0.918 3.629  0.04
C 6.207 2.416 0.411  -0.04
C -6.842 -7.436 0.957  -0.10
H -5.108 4.708 -0.181  0.11
H 1.765 -4.164 1.792  0.09
C -4.626 -4.391 5.728  -0.17
H 0.890 1.067 4.097  0.07
H 4.097 3.324 -1.039  0.07
H -3.158 -2.091 3.034  0.08
H 5.378 -0.492 2.437  0.12
C -2.210 -5.805 -1.499  -0.18
C 4.546 -1.103 0.387  -0.20
C -4.080 1.175 -0.871  -0.07
N -1.415 1.636 -4.950  -0.02
H 2.366 -2.856 4.432  0.05
H 2.851 -1.300 -4.892  0.08
H 4.980 -3.147 1.118  0.14
C -4.786 -2.976 6.338  -0.16
H 6.708 1.859 1.286  0.10
H 0.078 -0.127 5.043  0.07
C 7.077 -0.990 6.992  -0.12
C -2.007 -0.687 -4.304  -0.21
H 1.537 0.516 5.714  0.10
H -2.863 5.099 -2.048  0.09
H -7.108 6.060 -4.811  0.09
O 4.065 3.537 -0.047  -0.10
C 5.417 -2.106 1.191  -0.15
C 4.481 2.848 2.207  -0.04
H 2.333 2.866 -2.911  0.10
H -5.329 5.759 -4.442  0.09
H 2.091 -2.805 0.146  0.11
O -6.255 -7.257 2.243  -0.22
H -2.467 3.396 -5.553  0.11
C 0.221 5.013 2.619  -0.05
H 3.484 2.589 2.604  0.08
H 2.759 4.557 0.632  0.03
H -6.952 -5.211 2.318  0.11
O 4.036 0.299 -4.136  -0.21
H -3.850 6.955 -2.870  0.10
H 6.094 -1.230 7.599  0.12
C 0.604 1.354 -0.716  -0.04
H 5.902 -0.933 -2.613  0.09
H 1.462 1.707 -0.100  0.09
O 2.192 5.132 1.153  -0.06
H 0.081 6.052 -0.256  0.11
C 5.112 3.940 -3.283  -0.15
C 1.042 0.239 4.777  -0.07
H -2.079 -0.703 -5.398  0.11
H 0.944 -2.469 5.313  0.08
H 1.000 -5.393 0.909  0.06
H -1.335 -1.496 -4.088  0.11
H 7.277 -2.205 3.091  0.12
H 1.119 -0.751 -0.251  0.13
H -1.685 4.955 -3.881  0.11
H -7.544 -6.263 3.595  0.14
H 6.365 -0.143 4.419  0.13
C -4.219 -0.148 -4.604  -0.13
H -1.757 0.863 -3.016  0.09
H 0.662 0.333 1.903  0.04
H 5.334 0.420 -1.544  0.06
H -3.508 3.061 0.833  0.13
H 3.707 -1.562 -3.291  0.07
H -5.438 -3.775 3.984  0.08
H -7.940 -7.340 1.067  0.10
H 5.530 2.890 -5.197  0.14
C 5.715 -0.612 -1.584  -0.06
O 7.214 -1.613 5.737  -0.19
O 7.086 2.682 -3.738  -0.19
C -6.246 6.342 -4.217  -0.12
H 6.608 -0.700 -1.038  0.07
H 3.008 0.446 -2.288  0.11
H -2.947 2.894 -4.054  0.10
C 3.194 2.372 -3.337  -0.15
H -6.457 -8.372 0.642  0.07
H 6.698 3.359 0.473  0.07
H 6.436 1.919 -0.506  0.04
C 0.069 4.923 -0.031  -0.05
C -4.668 -2.583 0.186  -0.26
C 1.832 -4.711 0.828  -0.03
H -4.925 -5.082 6.452  0.09
C 7.730 1.807 -4.614  -0.11

***

Formula: C7H7LuO4P
Source: the Open Molecules 2025 dataset
Level of theory: ωB97M-V with the def2-TZVPD basis set

Gap between HOMO and LUMO, eV: 4.7
Strongest force on any atom, hartree/bohr: 0.063
HOMO, eV: -20.0726
Net charge: +3
Total energy, eV: -58434.6233

Last column: Löwdin charge in e.
Geometry (Å):
O -2.374 1.338 -1.597  0.01
H 0.340 -1.839 1.827  0.09
Lu -0.928 2.840 -0.361  2.31
C 0.324 -0.909 -2.230  0.13
O 1.167 -1.595 2.283  -0.16
H -1.099 1.717 1.940  0.09
P 1.583 -0.083 1.749  0.97
C 0.612 0.091 0.148  -0.17
H 3.518 -0.869 1.991  0.13
C 1.245 -0.148 -1.238  -0.37
C -1.467 0.503 -1.309  -0.33
C -1.571 0.776 1.462  -0.04
C -0.758 0.452 0.124  -0.35
H 0.723 -1.690 -2.890  0.17
H -2.626 1.042 1.255  0.11
C -0.978 -0.560 -2.255  0.06
O 2.310 0.260 -1.493  0.22
O 3.132 -0.260 1.321  -0.16
H -1.683 -1.047 -2.943  0.17
H -1.471 -0.020 2.217  0.12

***

Q: Which value of net charge does entry 4 give?
A: 0